Run w
ORCA calculation (wB97M-V/def2-TZVPD) on a 2-piece molecular cluster, C4H8O4 overall.

Structure (XYZ):
```
16
Properties=species:S:1:pos:R:3:nbo_charge:R:1
C 0.66 0.71 0.14 0.840
C 0.62 -0.72 -0.27 -0.512
C 2.12 -1.09 -0.57 -0.607
C -2.27 0.29 0.12 0.402
O 0.39 1.13 1.25 -0.671
O 0.96 1.54 -0.87 -0.676
O -3.49 0.03 -0.25 -0.675
O -2.22 0.54 1.43 -0.730
H 0.95 2.46 -0.56 0.500
H -1.31 0.80 1.68 0.532
H -4.14 0.02 0.49 0.470
H 0.25 -1.34 0.54 0.232
H 0.03 -0.83 -1.19 0.253
H 2.60 -0.35 -1.22 0.218
H 2.68 -1.16 0.37 0.209
H 2.17 -2.05 -1.08 0.214
```

Properties
HOMO: -9.106 eV
Kohn-Sham gap: 9.85 eV


Run x
ORCA calculation (wB97M-V/def2-TZVPD) on C4H8O4 as an isolated structure.

Structure (XYZ):
```
16
Properties=species:S:1:pos:R:3:nbo_charge:R:1
C -1.07 -0.59 0.84 -0.112
C 0.17 -0.47 0.13 0.121
C 1.28 0.41 0.57 0.114
C 0.19 0.84 -0.57 -0.060
H -1.93 -0.08 -0.95 0.476
H -1.02 -1.60 1.36 0.203
H -1.46 0.22 1.20 0.211
H 0.33 -1.52 -1.59 0.476
H 1.22 0.94 1.60 0.194
H 2.36 -0.55 -0.85 0.483
H 1.01 1.19 -1.40 0.223
H -1.09 2.27 0.28 0.498
O -2.08 -0.81 -0.01 -0.715
O 0.71 -1.71 -0.49 -0.695
O 2.54 0.09 0.23 -0.670
O -1.16 1.38 -0.34 -0.747
```

Properties
HOMO: -9.098 eV
Kohn-Sham gap: 9.40 eV


Order of stability, best first: run w, run x


Run w
ORCA calculation (wB97M-V/def2-TZVPD) on a 2-piece molecular cluster, C4H8O4 overall.

Structure (XYZ):
```
16
Properties=species:S:1:pos:R:3:nbo_charge:R:1
O 1.20 -1.22 2.30 -0.569
C 0.30 -0.96 1.54 0.796
O -0.80 -0.31 2.06 -0.710
C 0.01 -1.52 0.14 -0.525
C -0.31 -0.29 -0.71 -0.540
C 0.78 -0.02 -1.75 0.467
O 0.83 1.05 -2.30 -0.529
H -0.57 0.03 2.93 0.496
H 0.93 -2.05 -0.09 0.231
H -0.71 -2.35 0.14 0.256
H -0.45 0.61 -0.09 0.256
H -1.23 -0.41 -1.29 0.263
H 1.45 -0.88 -1.91 0.115
H -1.43 2.64 -0.21 0.466
H -0.68 2.17 -1.53 0.489
O -1.52 2.49 -1.15 -0.963
```

Properties
HOMO: -10.536 eV
structure (SMILES): O=CCCC(=O)O.O
Kohn-Sham gap: 11.01 eV


Run x
ORCA calculation (wB97M-V/def2-TZVPD) on a 2-piece molecular cluster, C4H8O4 overall.

Structure (XYZ):
```
16
Properties=species:S:1:pos:R:3:nbo_charge:R:1
O 1.88 1.88 2.39 -0.578
O 3.87 0.68 2.51 -0.504
C 2.52 0.83 2.37 0.645
C 4.59 1.88 2.81 -0.278
H 2.13 -0.20 2.28 0.124
H 4.45 2.66 2.03 0.198
H 5.65 1.57 2.80 0.198
H 4.36 2.32 3.79 0.195
O -4.37 0.18 -3.37 -0.584
O -3.06 -1.37 -2.29 -0.504
C -3.38 -0.14 -2.73 0.644
C -3.85 -2.48 -2.53 -0.266
H -2.67 0.62 -2.36 0.129
H -4.67 -2.53 -1.79 0.187
H -3.18 -3.34 -2.37 0.196
H -4.28 -2.56 -3.54 0.198
```

Properties
HOMO: -10.748 eV
structure (SMILES): COC=O.COC=O
Kohn-Sham gap: 11.49 eV


Order of stability, best first: run w, run x


Run w
ORCA calculation (wB97M-V/def2-TZVPD) on a 2-piece molecular cluster, C4H8O4 overall.

Structure (XYZ):
```
16
Properties=species:S:1:pos:R:3:nbo_charge:R:1
O 4.11 -2.37 -3.53 -0.591
O 4.71 -0.22 -3.33 -0.701
C 3.80 -1.23 -3.29 0.791
C 2.50 -0.80 -2.77 -0.737
H 5.61 -0.48 -3.69 0.501
H 2.28 0.24 -2.46 0.240
H 2.41 -1.45 -1.88 0.250
H 1.75 -1.12 -3.51 0.247
O -2.46 -0.84 7.83 -0.580
O -2.70 0.22 5.75 -0.691
C -2.52 -0.83 6.62 0.798
C -2.62 -2.15 5.82 -0.728
H -2.72 1.08 6.26 0.497
H -1.97 -2.16 4.94 0.231
H -3.67 -2.21 5.48 0.237
H -2.40 -3.03 6.44 0.236
```

Properties
HOMO: -10.591 eV
structure (SMILES): CC(=O)O.CC(=O)O
Kohn-Sham gap: 11.25 eV


Run x
ORCA calculation (wB97M-V/def2-TZVPD) on a 2-piece molecular cluster, C4H8O4 overall.

Structure (XYZ):
```
16
Properties=species:S:1:pos:R:3:nbo_charge:R:1
O 1.13 1.96 -0.11 -0.607
O -1.09 1.89 0.28 -0.692
C 0.08 2.54 0.10 0.793
C -0.10 4.03 0.20 -0.731
H -0.88 0.92 0.20 0.512
H 0.87 4.54 0.05 0.237
H -0.49 4.30 1.19 0.243
H -0.80 4.38 -0.57 0.243
O -0.66 -1.50 0.05 -0.609
O 0.97 -3.04 -0.31 -0.496
C 0.49 -1.79 -0.17 0.648
C -0.02 -4.07 -0.18 -0.279
H 1.32 -1.07 -0.28 0.145
H 0.50 -5.03 -0.31 0.200
H -0.81 -3.98 -0.95 0.197
H -0.50 -4.06 0.82 0.197
```

Properties
HOMO: -10.505 eV
structure (SMILES): CC(=O)O.COC=O
Kohn-Sham gap: 11.36 eV


Order of stability, best first: run w, run x


Run w
ORCA calculation (wB97M-V/def2-TZVPD) on an isolated ion of composition C3H8NO and charge -1.

Structure (XYZ):
```
13
Properties=species:S:1:pos:R:3:nbo_charge:R:1
C 0.42 0.44 -0.37 -0.219
N 0.24 -0.20 0.91 -0.683
C 0.28 -1.74 0.79 0.187
O 0.09 -2.42 1.87 -0.893
C -0.55 1.57 -0.68 -0.613
H 0.34 -0.27 -1.22 0.147
H 1.44 0.83 -0.41 0.153
H -0.69 0.04 1.26 0.321
H -0.42 -1.89 -0.10 0.003
H 1.29 -1.85 0.29 0.025
H -0.25 2.11 -1.58 0.187
H -1.54 1.16 -0.94 0.190
H -0.65 2.22 0.19 0.194
```

Properties
HOMO: -2.293 eV
net charge: -1
structure (SMILES): CCNC[O-]
Kohn-Sham gap: 6.37 eV


Run x
ORCA calculation (wB97M-V/def2-TZVPD) on C3H8NO as an isolated structure.

Structure (XYZ):
```
13
Properties=species:S:1:pos:R:3:nbo_charge:R:1
C 1.21 1.23 1.87 -0.227
O 1.04 -0.11 1.59 -0.870
H 0.46 1.81 1.33 0.139
H 2.18 1.67 1.54 0.097
H 1.25 1.47 2.97 0.115
C -1.42 -1.58 -1.79 -0.627
C -1.12 -0.43 -1.13 0.061
N 0.12 0.05 -0.72 -0.965
H -0.67 -2.23 -2.21 0.178
H -2.48 -1.82 -1.75 0.175
H -1.92 0.09 -0.61 0.138
H 0.72 -0.05 -1.52 0.324
H 0.61 -0.10 0.42 0.460
```

Properties
HOMO: -2.933 eV
net charge: -1
Kohn-Sham gap: 7.53 eV


Order of stability, best first: run w, run x